C23H67N10O10 as an isolated structure in a non-equilibrium geometry. Source: the OMol25 dataset; level of theory: ωB97M-V/def2-TZVPD.

The value obtained for the energy is -60263.64059 eV. Its energy above the lowest of the compared OMol25 structures with the same formula, charge and spin is 24.3840 eV. The value obtained for the frontier orbital gap is 4.2 eV.

```
! RIJCOSX wB97M-V def2-TZVPD def2/J DEFGRID3
* xyz -1 1
O 2.681 -1.974 2.144
O 3.239 -0.850 -0.703
O 1.806 2.178 -0.080
O -0.262 -3.912 1.447
O -2.712 1.740 -1.518
O -3.509 -2.597 1.902
O 1.742 -2.349 0.290
O -0.175 -2.803 -1.887
O -1.395 0.401 3.863
O -0.257 0.703 -5.456
N 0.745 3.593 2.333
N 1.147 -2.658 2.526
N -2.620 -1.778 3.765
N -1.634 2.097 2.117
N -0.837 -2.955 3.307
N -2.589 -0.612 1.968
N 2.076 0.187 -3.959
N -0.294 0.809 2.048
N 0.656 -0.309 3.624
N -1.597 -3.873 0.447
C 0.036 1.410 -4.197
C 2.439 3.368 0.470
C -0.418 -1.282 0.536
C -2.949 -1.730 2.506
C -0.758 1.612 -6.487
C -2.496 1.352 -0.090
C 2.058 5.563 2.021
C -3.815 -3.138 -0.627
C 1.030 -1.139 0.122
C -0.389 0.278 3.193
C 1.454 4.346 1.276
C -0.192 2.478 0.315
C -2.918 0.609 -2.329
C 2.618 1.096 -0.471
C 0.798 0.457 -3.247
C -1.594 -2.459 -1.717
C 4.275 -1.332 0.280
C -2.324 -3.581 -0.853
C 1.195 0.989 -1.817
C 3.737 -1.077 1.741
C -1.651 2.432 0.649
C 0.463 -2.097 -2.995
C 0.017 -3.207 2.367
H -1.933 -3.242 1.160
H -3.510 1.179 0.269
H -2.138 3.391 0.473
H 0.312 -0.515 -3.169
H 2.086 0.218 -0.839
H -1.703 2.092 -6.234
H 2.058 -1.992 1.415
H 1.239 -2.031 3.312
H 4.594 -1.108 2.414
H -0.939 1.548 -3.730
H -1.065 1.096 -7.397
H 1.318 2.964 2.877
H 0.900 -0.862 -0.924
H -4.325 -2.930 -1.568
H 0.090 2.296 -6.505
H 0.343 3.084 1.046
H -0.165 3.227 -0.476
H 2.533 5.304 2.967
H -2.809 -0.321 1.026
H 0.041 2.915 2.080
H 0.361 1.571 0.069
H 2.420 -1.291 -0.462
H -2.137 -0.950 4.084
H 5.313 -1.019 0.168
H -3.787 -0.050 -2.334
H -2.990 1.087 -3.306
H -2.300 -4.499 -1.440
H 1.826 -2.812 1.794
H 1.732 -0.027 -4.884
H 1.646 0.132 -1.318
H -0.969 -0.450 0.098
H -3.824 -2.259 0.017
H 3.264 3.024 1.095
H -0.613 -1.111 1.595
H 1.374 -0.434 2.924
H 3.322 0.660 0.238
H 2.938 3.938 -0.314
H -1.797 -3.125 3.044
H -1.943 -1.535 -1.257
H -1.100 1.274 1.656
H -1.961 -2.418 -2.742
H 0.596 2.338 -4.314
H 2.855 5.799 1.315
H -1.922 -0.058 2.485
H 4.360 -2.408 0.124
H 1.493 6.458 2.280
H 1.531 -2.184 -2.799
H 0.225 -2.532 -3.966
H -4.490 -3.888 -0.215
H -1.879 -4.819 0.660
H -0.899 -2.197 0.188
H 0.748 4.718 0.533
H 0.495 0.777 1.419
H 3.248 -0.112 1.871
H -2.774 -2.516 4.437
H 3.267 1.487 -1.255
H -0.479 -2.427 4.090
H 0.104 -1.070 -3.073
H -1.998 0.383 -0.048
H -2.636 2.159 2.228
H 2.530 -0.630 -3.576
H 1.473 -0.288 0.639
H 2.091 1.596 -1.952
H 0.372 1.506 -1.324
H -1.240 2.950 2.487
H 0.459 -0.988 4.345
H -2.059 -0.062 -2.322
*
```

***

A 8-piece molecular cluster, C23H67N11O8 overall in a non-equilibrium geometry. Source: the OMol25 dataset; level of theory: ωB97M-V/def2-TZVPD.

The value obtained for the energy is -57708.08818 eV. Its SMILES is COC[C@H](C)N.COC[C@H](C)N.COC[C@H](C)N.COC[C@H](C)N.COC[C@H](C)N.NC(N)=O.NC(N)=O.NC(N)=O. Its energy above the lowest of the compared OMol25 structures with the same formula, charge and spin is 1.2305 eV. The value obtained for the frontier orbital gap is 9.1 eV.

```
! RIJCOSX wB97M-V def2-TZVPD def2/J DEFGRID3
* xyz 0 1
O 18.428 11.460 15.493
O 11.176 8.648 9.123
O 15.093 7.860 15.021
O 10.045 9.625 14.375
O 11.537 16.574 14.296
O 16.381 13.923 9.757
O 13.966 10.422 13.490
O 12.707 12.629 11.265
N 10.630 14.733 12.507
N 15.365 11.894 12.490
N 11.579 11.885 9.464
N 16.199 10.156 13.747
N 14.063 10.127 16.557
N 18.762 11.768 12.736
N 12.889 15.111 9.416
N 11.425 11.446 14.187
N 9.063 11.524 14.094
N 12.815 10.455 10.830
N 9.204 7.707 12.169
C 18.828 12.902 13.650
C 15.100 10.800 13.206
C 11.089 8.456 7.679
C 14.971 13.873 9.347
C 15.080 7.134 13.863
C 17.809 11.217 16.690
C 11.410 6.859 11.499
C 10.378 7.933 11.304
C 12.192 8.715 17.267
C 10.109 16.102 12.560
C 14.511 15.656 11.044
C 10.140 16.547 13.993
C 11.712 16.850 15.677
C 18.061 12.720 14.940
C 10.264 10.841 14.223
C 12.380 11.684 10.536
C 14.329 15.193 9.591
C 18.364 14.195 13.002
C 13.649 8.763 16.819
C 9.941 8.176 9.888
C 17.118 12.807 9.258
C 8.775 16.061 11.875
C 13.763 7.856 15.598
H 18.237 13.549 15.591
H 17.110 10.363 13.349
H 18.165 11.884 17.550
H 9.649 7.297 9.436
H 11.628 6.794 12.551
H 12.223 10.958 13.951
H 9.410 8.083 13.087
H 16.971 12.741 14.607
H 13.506 6.795 15.861
H 9.171 6.700 12.333
H 9.221 8.990 9.741
H 11.360 12.779 9.237
H 11.966 7.848 7.282
H 11.179 9.349 7.112
H 14.576 12.282 12.024
H 14.444 13.088 9.916
H 12.446 15.989 9.593
H 18.046 10.163 16.955
H 12.275 6.918 10.905
H 14.301 8.319 17.572
H 11.648 14.677 12.562
H 16.488 11.989 9.464
H 13.052 8.236 14.910
H 8.888 15.866 10.824
H 8.173 16.938 11.989
H 8.170 11.001 14.023
H 18.691 14.977 13.675
H 14.908 10.155 16.020
H 8.830 12.396 13.654
H 9.674 17.515 14.202
H 10.394 14.315 11.592
H 18.893 14.269 12.088
H 11.442 12.383 13.726
H 13.436 10.612 15.932
H 11.274 16.052 16.321
H 10.950 5.919 11.121
H 11.999 7.697 17.400
H 12.794 16.999 15.777
H 16.272 12.137 12.220
H 12.561 9.620 10.523
H 14.034 16.573 11.157
H 11.202 17.799 15.910
H 12.007 9.181 18.185
H 14.675 15.949 8.892
H 15.560 15.723 11.283
H 8.250 15.212 12.370
H 17.296 14.332 12.722
H 11.431 8.925 16.550
H 14.045 14.921 11.698
H 19.527 11.160 13.039
H 19.866 13.129 13.855
H 16.105 6.954 13.447
H 14.404 7.780 13.153
H 10.809 8.798 11.661
H 14.618 6.185 13.925
H 18.993 12.114 11.787
H 16.748 11.250 16.544
H 13.444 10.334 11.639
H 15.994 9.219 14.058
H 9.547 15.842 14.582
H 10.646 16.836 11.984
H 17.222 12.815 8.157
H 12.581 14.503 10.126
H 11.431 11.183 8.747
H 10.150 7.952 7.234
H 18.055 12.718 9.753
H 14.945 13.557 8.310
*
```

***

- Which of these has the highest frontier orbital gap?
  C23H67N11O8

***

- Among the records above, which one has the highest frontier orbital gap?
  C23H67N11O8